No. 1
The following is a DFT calculation (the ωB97M-V functional and the def2-TZVPD basis) of a structure of composition C13H12BF4N3O12P2Zr.

The geometry in XYZ format:
```
48
Properties=species:S:1:pos:R:3:forces:R:3
Zr 1.056 1.260 1.011 0.53 0.12 -0.03
C -2.894 4.542 0.501 0.00 0.03 0.01
C -1.984 3.446 -0.029 0.00 -0.02 0.01
O -2.346 3.166 -1.368 0.00 0.00 -0.02
P -2.114 1.909 0.946 0.08 -0.24 -0.16
O -3.526 1.307 0.639 0.03 -0.05 -0.03
O -2.164 2.211 2.485 0.03 0.03 0.10
O -0.993 0.963 0.543 -0.19 0.07 -0.02
P -0.200 3.933 0.120 0.01 0.00 0.33
O 0.429 2.906 -0.989 0.10 -0.03 -0.04
O 0.103 5.338 -0.117 -0.04 0.00 -0.02
O 0.247 3.196 1.415 -0.22 0.16 -0.10
H -3.936 4.234 0.407 0.00 0.00 -0.01
H -2.726 5.440 -0.090 -0.01 0.00 0.00
H -2.683 4.769 1.545 0.01 -0.01 0.00
H -1.613 2.712 -1.807 -0.01 0.00 0.01
H -3.664 0.397 0.942 0.02 0.08 -0.02
H -1.312 2.516 2.843 0.02 0.00 -0.01
H 1.120 3.308 -1.536 0.00 -0.03 0.02
O 0.588 0.583 2.876 -0.15 0.02 0.01
N -0.330 -0.369 3.051 -0.19 -0.03 -0.11
C -0.170 -1.075 4.107 0.15 -0.01 0.20
C 0.924 -0.890 5.030 -0.06 -0.03 -0.08
N 1.796 -0.749 5.762 -0.01 -0.01 0.02
C -1.152 -2.097 4.364 0.06 0.09 -0.01
N -1.937 -2.907 4.575 0.00 -0.01 0.00
O 1.850 0.520 -0.842 -0.10 -0.12 -0.08
C 1.777 -0.709 -0.467 -0.14 0.00 0.02
O 1.172 -0.918 0.627 -0.01 -0.07 -0.06
C 2.387 -1.777 -1.255 0.03 0.01 0.01
C 2.320 -3.083 -0.785 0.02 -0.04 -0.03
C 2.921 -4.128 -1.487 -0.02 0.06 0.03
C 3.573 -3.790 -2.647 0.01 -0.12 0.03
O 4.229 -4.619 -3.498 0.01 0.05 -0.05
C 4.796 -3.785 -4.517 -0.04 0.01 0.05
O 4.336 -2.453 -4.291 -0.01 -0.05 0.00
C 3.637 -2.486 -3.117 0.03 0.07 -0.04
C 3.056 -1.448 -2.448 -0.01 -0.01 0.04
H 1.799 -3.277 0.141 0.00 0.01 0.01
H 2.885 -5.149 -1.137 0.00 0.00 0.00
H 4.452 -4.129 -5.491 0.02 0.00 -0.01
H 5.884 -3.814 -4.439 0.01 -0.01 -0.01
H 3.109 -0.428 -2.799 0.00 0.00 0.00
F 3.180 0.678 1.665 -0.02 0.03 -0.03
B 3.474 2.098 1.828 0.15 0.05 0.08
F 2.602 2.507 2.824 0.02 0.02 0.01
F 2.844 2.602 0.592 -0.04 0.03 -0.01
F 4.765 2.397 1.937 -0.03 -0.01 -0.01
```
Positions in Å, forces in eV/Å.

**DFT total energy**: -74135.31905 eV
**Highest occupied orbital energy**: -9.02 eV
**Kohn-Sham gap**: 8.3 eV
**LUMO level**: -0.0272 Ha


No. 2
The following is a DFT calculation (the ωB97M-V functional and the def2-TZVPD basis) of the molecule C13H12ClN5OS in a non-equilibrium geometry.

The geometry in XYZ format:
```
33
Properties=species:S:1:pos:R:3:forces:R:3
C 2.659 -4.641 1.670 -0.22 0.01 1.57
C 2.007 -3.671 2.709 0.12 -0.55 -0.46
N 2.044 -2.279 2.264 -1.78 -0.46 -0.62
N 2.808 -1.253 2.769 -0.73 -0.60 -0.88
C 2.387 -0.173 2.165 -0.44 -0.01 -0.54
C 1.257 -0.464 1.265 2.32 1.75 1.86
C 0.398 0.299 0.529 -0.65 0.51 -0.28
Cl 0.578 2.057 0.566 0.58 -0.88 0.10
C -0.617 -0.359 -0.160 1.45 0.33 1.29
C -1.630 0.316 -0.901 -2.95 1.95 -1.63
O -2.193 -0.234 -1.827 0.01 -0.70 -0.67
N -2.085 1.575 -0.534 0.56 -1.98 0.57
C -2.945 2.380 -1.359 -0.97 0.65 1.32
C -2.106 3.322 -2.122 0.16 0.81 -0.53
C -2.124 3.461 -3.463 1.09 1.62 -0.02
N -1.304 4.503 -3.962 -0.14 -0.74 0.54
C -0.633 5.081 -3.007 -1.29 -0.98 -0.35
S -0.983 4.452 -1.405 -0.22 0.10 -0.80
C -0.687 -1.756 -0.073 1.41 -0.92 1.43
N 0.127 -2.483 0.726 -0.68 -0.16 -0.56
C 1.067 -1.812 1.403 0.17 -0.66 -0.53
H 2.272 -4.499 0.680 -0.44 -0.04 -0.41
H 2.577 -5.694 1.999 -0.38 0.50 -0.22
H 3.713 -4.465 1.646 0.77 0.35 -0.12
H 0.961 -3.980 2.924 0.53 0.45 -0.35
H 2.520 -3.685 3.652 0.43 -0.19 0.41
H 2.899 0.768 2.319 -0.20 -0.07 0.09
H -1.570 2.017 0.196 -0.19 0.45 0.21
H -3.573 1.797 -2.046 0.47 -0.11 0.36
H -3.662 2.936 -0.661 0.88 -0.63 -0.94
H -2.740 2.858 -4.108 0.05 0.09 -0.26
H 0.014 5.920 -3.212 0.17 -0.03 0.30
H -1.439 -2.296 -0.641 0.09 0.15 0.12
```
Positions in Å, forces in eV/Å.

**DFT total energy**: -46530.88099 eV
**Highest occupied orbital energy**: -9.22 eV
**Kohn-Sham gap**: 9.0 eV
**LUMO level**: -0.0066 Ha


No. 3
The following is a DFT calculation (the ωB97M-V functional and the def2-TZVPD basis) of a structure of composition C13H12FN4O2PSTl in a non-equilibrium geometry.

The geometry in XYZ format:
```
35
Properties=species:S:1:pos:R:3:forces:R:3
C 1.231 -0.448 2.335 -0.22 0.11 0.04
C 0.695 0.666 1.446 -0.12 -0.21 0.40
F 1.692 1.233 0.663 0.25 0.10 -0.30
C -0.423 0.279 0.496 -0.29 -0.28 -0.27
C -1.760 0.530 0.848 0.33 -0.32 0.41
P -2.263 1.355 2.378 -0.10 0.95 0.95
N -2.068 2.887 2.144 -0.16 -1.08 -1.27
O -1.470 0.806 3.614 -0.34 -0.32 -0.36
O -3.785 1.035 2.652 0.43 -0.46 -0.55
C -2.864 0.222 -0.035 -0.50 0.09 -0.58
C -2.622 -0.313 -1.280 0.27 0.30 1.09
N -3.533 -0.638 -2.217 0.05 -0.35 -0.68
S -2.717 -1.207 -3.454 -0.74 0.12 0.21
N -1.199 -1.072 -2.864 0.69 -0.03 0.03
C -1.276 -0.562 -1.661 -0.24 0.00 -0.83
C -0.147 -0.293 -0.779 0.29 0.41 0.63
C 1.192 -0.649 -1.243 -0.61 0.10 -0.09
C 1.635 -0.228 -2.508 0.31 -1.17 -0.09
C 2.908 -0.628 -2.905 0.20 -0.05 0.10
C 3.669 -1.399 -2.047 -0.22 0.06 0.06
C 3.119 -1.762 -0.811 0.21 -0.24 0.10
N 1.920 -1.397 -0.408 0.06 0.34 -0.05
H 1.058 -1.434 1.938 0.12 -0.24 -0.17
H 0.775 -0.391 3.315 -0.10 0.09 0.15
H 2.292 -0.274 2.467 0.24 -0.05 -0.01
H 0.337 1.457 2.096 0.01 0.32 -0.04
H -1.612 3.186 1.285 0.30 0.63 0.43
H -2.049 0.329 4.233 0.32 0.02 0.39
H -4.009 0.092 2.616 -0.39 0.01 0.43
H -3.882 0.432 0.264 -0.15 0.16 0.05
H 1.042 0.354 -3.196 -0.68 -0.47 0.06
H 3.325 -0.351 -3.865 -0.07 -0.02 -0.18
H 4.663 -1.731 -2.296 0.16 -0.04 -0.15
H 3.700 -2.378 -0.143 0.00 -0.13 0.20
Tl 2.425 2.290 -3.079 0.72 1.62 -0.13
```
Positions in Å, forces in eV/Å.

**DFT total energy**: -51233.87712 eV
**Highest occupied orbital energy**: -19.02 eV
**Charge**: +3
**Kohn-Sham gap**: 3.9 eV
**LUMO level**: -0.5545 Ha


No. 4
The following is a DFT calculation (the ωB97M-V functional and the def2-TZVPD basis) of a structure of composition C13H12N4PdS3 in a non-equilibrium geometry.

The geometry in XYZ format:
```
33
Properties=species:S:1:pos:R:3:forces:R:3
Pd 0.027 0.627 0.674 -0.57 -0.86 -0.38
C -4.307 -2.742 0.075 1.51 0.33 1.43
S -4.430 -0.978 -0.086 2.55 0.30 1.55
C -2.785 -0.451 0.545 -0.48 -0.35 -0.73
S -1.321 -1.388 0.982 -1.25 0.89 -0.58
N -2.783 0.877 0.419 -0.72 0.93 -1.75
N -1.687 1.524 -0.004 -3.26 1.85 0.57
C -1.904 2.844 -0.384 -0.51 -3.12 1.72
C -0.694 3.581 -0.467 -0.13 1.00 0.18
C -0.518 5.015 -0.292 -1.24 -3.73 0.47
C 0.754 5.381 -0.008 1.55 1.76 -0.21
C 1.772 4.429 0.033 0.61 0.37 0.19
C 1.517 3.061 -0.138 -0.95 2.33 -0.33
N 0.285 2.669 -0.403 2.42 0.41 0.21
H -4.939 -3.222 -0.604 -0.77 -0.67 -1.33
H -4.606 -3.039 1.076 -0.33 0.20 0.29
H -3.245 -3.028 0.031 -0.40 -0.08 -0.51
H -2.937 3.158 -0.391 -0.03 0.38 -0.22
H -1.388 5.580 -0.023 -0.27 0.64 -0.70
H 0.972 6.471 0.140 -0.04 -1.25 0.09
H 2.782 4.761 0.267 -0.19 -0.14 -0.06
H 2.280 2.349 -0.034 0.93 -0.87 -0.03
S 1.923 -0.280 0.056 2.80 -0.21 -0.13
C 2.255 -1.942 -0.165 0.86 -2.44 -2.12
C 3.534 -2.610 -0.111 -2.29 -0.90 1.01
C 3.461 -4.043 0.041 0.65 0.30 -0.50
C 2.327 -4.803 -0.216 0.99 0.79 1.40
C 1.204 -4.020 -0.375 -1.65 -0.20 -1.29
N 1.234 -2.721 -0.563 -1.97 0.79 2.47
H 4.427 -2.050 -0.099 1.03 0.30 0.44
H 4.269 -4.653 0.420 0.80 0.57 -0.43
H 2.326 -5.889 -0.070 -0.13 0.58 -0.09
H 0.197 -4.467 -0.327 0.48 0.09 -0.61
```
Positions in Å, forces in eV/Å.

**DFT total energy**: -55598.38954 eV
**Highest occupied orbital energy (spin up / spin down)**: -14.27 / -14.80 eV
**Spin multiplicity**: 5
**Charge**: +2
**Kohn-Sham gap (spin up / spin down)**: 6.1 / 4.3 eV
**LUMO level (spin up / spin down)**: -0.3017 / -0.3866 Ha


No. 5
The following is a DFT calculation (the ωB97M-V functional and the def2-TZVPD basis) of a cluster of 2 separate species, C13H12NP in total in a non-equilibrium geometry.

The geometry in XYZ format:
```
27
Properties=species:S:1:pos:R:3:forces:R:3
C 1.947 -2.474 3.192 0.61 0.97 -0.19
C 0.730 -1.882 3.279 -0.37 0.53 1.01
C 2.734 -2.238 2.073 1.51 -1.36 -1.47
C -2.483 3.009 -1.997 2.95 -0.91 -0.72
C -1.472 3.056 -2.999 -1.67 1.85 -0.45
C 0.162 -1.174 2.262 -1.57 -0.09 -0.67
C 2.206 -1.521 0.990 -2.42 0.01 1.09
C -2.240 2.186 -0.882 -0.03 1.23 -0.36
C -0.345 2.260 -2.926 2.00 1.92 -2.00
C 0.849 -1.021 1.060 2.46 -0.69 0.72
C -1.030 1.488 -0.762 -0.76 -0.81 -0.58
C -0.108 1.503 -1.840 -0.57 -1.31 2.48
C 0.410 -0.182 -0.008 -1.49 -0.74 -0.55
N -0.665 0.602 0.301 -1.65 1.12 -0.73
P 1.370 0.553 -1.381 0.64 0.15 -0.04
H 2.234 -2.851 4.142 1.11 -0.87 0.17
H 0.367 -1.823 4.291 -0.97 -0.29 0.01
H 3.739 -2.768 2.001 -1.28 1.10 0.02
H -3.281 3.717 -2.058 -0.54 -0.01 0.17
H -1.570 3.904 -3.759 0.23 -1.64 0.80
H -0.895 -0.888 2.402 0.78 0.32 -0.13
H 2.582 -1.282 0.019 1.40 -0.41 -0.12
H -2.966 2.383 -0.114 0.00 -0.83 0.75
H 0.552 2.437 -3.623 -1.74 -0.39 0.68
H -0.446 -1.445 -1.498 0.08 0.32 1.08
H -1.444 0.129 0.790 0.79 0.74 -0.37
H 1.125 -0.584 -2.148 0.51 0.11 -0.60
```
Positions in Å, forces in eV/Å.

**DFT total energy**: -24449.63426 eV
**Highest occupied orbital energy (spin up / spin down)**: -6.57 / -8.17 eV
**Kohn-Sham gap (spin up / spin down)**: 6.1 / 7.8 eV
**LUMO level (spin up / spin down)**: -0.0157 / -0.0125 Ha


No. 6
The following is a DFT calculation (the ωB97M-V functional and the def2-TZVPD basis) of the molecule C13H12O2 in a non-equilibrium geometry.

The geometry in XYZ format:
```
27
Properties=species:S:1:pos:R:3:forces:R:3
C -3.348 0.282 0.732 1.12 1.48 3.27
C -2.120 -0.066 -0.048 -0.25 0.19 -2.28
C -2.493 -0.832 -1.318 -0.65 -1.63 0.42
O -2.055 -2.260 -1.222 0.48 1.56 0.95
C -1.108 -2.302 -0.228 -0.23 -1.33 0.42
O -0.577 -3.322 0.115 0.23 -0.05 -0.39
C -0.979 -0.973 0.346 3.26 5.12 -1.13
C -0.001 0.152 -0.012 -3.35 -3.80 1.69
C 1.419 0.270 0.061 0.43 1.33 1.19
C 2.115 -0.871 0.500 0.91 1.98 -1.10
C 3.503 -0.731 0.671 -1.75 -0.08 0.00
C 4.086 0.515 0.539 3.30 0.91 -0.21
C 3.416 1.675 0.183 -2.19 0.19 0.76
C 2.011 1.582 0.033 2.25 -3.15 -0.71
C -1.117 1.076 -0.341 -0.45 2.60 -0.91
H -4.124 0.825 0.201 0.18 0.06 -0.43
H -3.026 0.976 1.655 -0.83 -1.56 -1.85
H -3.781 -0.615 1.142 -0.34 -0.34 0.26
H -3.540 -0.929 -1.449 -1.11 0.10 -0.20
H -2.073 -0.434 -2.188 0.85 0.60 -1.34
H 1.484 -1.732 0.545 0.39 -0.93 0.42
H 4.063 -1.591 0.931 0.70 -0.57 0.24
H 5.237 0.652 0.632 -2.10 -0.64 0.07
H 3.861 2.682 0.170 0.12 -0.81 -0.20
H 1.516 2.377 -0.406 -1.33 1.59 -0.29
H -1.277 2.086 0.170 0.43 -1.47 0.24
H -1.092 1.511 -1.412 -0.05 -1.34 1.13
```
Positions in Å, forces in eV/Å.

**DFT total energy**: -17767.27029 eV
**Highest occupied orbital energy (spin up / spin down)**: -8.29 / -8.29 eV
**Kohn-Sham gap (spin up / spin down)**: 7.6 / 7.6 eV
**LUMO level (spin up / spin down)**: -0.0257 / -0.0257 Ha


- Which formula does entry 3 have?
  C13H12FN4O2PSTl